# 1
# C54H111F9N4O12

13 unconnected molecules or ions with the total composition C54H111F9N4O12 in a non-equilibrium geometry (ωB97M-V/def2-TZVPD, the Open Molecules 2025 dataset).

Each line ends with the Löwdin charge.
Atoms and positions in Å:
C  3.7592  -2.0402  -5.5715  -0.08
C  2.2011  -1.7790  -5.5971  -0.22
N  1.8929  -0.3372  -5.3504  -0.15
C  2.4999  0.5201  -6.3478  -0.26
C  2.4452  2.0226  -6.0374  -0.07
C  0.4245  -0.1002  -5.4197  -0.22
C  -0.3915  -0.8056  -4.3951  -0.10
H  3.8626  -3.1119  -5.4015  0.08
H  4.2651  -1.5468  -4.7416  0.07
H  4.2664  -1.7410  -6.4888  0.06
H  1.8118  -2.1453  -6.5471  0.12
H  1.8295  -2.4333  -4.8085  0.08
H  3.5529  0.2412  -6.3844  0.10
H  2.1250  0.2801  -7.3428  0.12
H  3.1599  2.5765  -6.6460  0.09
H  1.4487  2.3136  -6.3698  0.07
H  2.6113  2.3226  -5.0027  0.01
H  -0.0145  -0.3097  -6.3952  0.12
H  0.2179  0.9328  -5.1398  0.11
H  -0.0545  -1.8418  -4.3655  0.08
H  -1.4715  -0.7956  -4.5419  0.09
H  -0.1483  -0.3915  -3.4165  0.03
C  -2.0530  0.9599  1.9290  -0.05
C  -1.4742  1.5127  0.5649  -0.13
N  -0.1110  0.9616  0.4880  -0.15
C  0.7690  1.8255  1.2511  -0.16
C  2.1735  1.2269  1.5233  -0.07
C  0.3394  0.6910  -0.8684  -0.18
C  -0.3398  -0.4940  -1.4837  -0.13
H  -1.7507  -0.0603  2.1651  0.07
H  -3.1428  0.9506  1.9504  0.04
H  -1.6642  1.5632  2.7493  0.03
H  -2.0111  1.0514  -0.2640  0.09
H  -1.4581  2.5993  0.4802  0.10
H  0.8124  2.7301  0.6447  0.09
H  0.2724  2.0673  2.1908  0.09
H  2.7913  1.0298  0.6472  0.06
H  2.7909  1.8372  2.1825  0.04
H  2.0077  0.3085  2.0864  0.04
H  1.3760  0.3539  -0.8674  0.10
H  0.2250  1.6095  -1.4440  0.05
H  0.1098  -0.8352  -2.4162  0.03
H  -1.3782  -0.2201  -1.6698  0.06
H  -0.3006  -1.2979  -0.7486  0.09
C  -3.6100  -3.8968  0.4837  -0.05
C  -3.5261  -2.3887  0.2766  -0.26
N  -4.7951  -1.7571  0.6685  -0.14
C  -5.0037  -0.4497  -0.0262  -0.16
C  -5.2999  -0.5082  -1.5589  -0.05
C  -4.9563  -1.6902  2.1525  -0.20
C  -3.9179  -0.8550  2.8712  -0.10
H  -2.6488  -4.2052  0.0724  0.07
H  -4.4177  -4.1903  -0.1868  0.08
H  -3.7752  -4.2981  1.4836  0.06
H  -2.6353  -1.9167  0.6910  0.10
H  -3.3057  -2.2426  -0.7808  0.06
H  -5.8956  -0.0024  0.4125  0.12
H  -4.1195  0.1631  0.1494  0.09
H  -4.5514  -1.1087  -2.0758  0.01
H  -6.2798  -0.9104  -1.8158  0.10
H  -5.2047  0.5029  -1.9549  0.05
H  -5.0434  -2.7001  2.5533  0.11
H  -5.9809  -1.3379  2.2717  0.11
H  -2.9904  -1.3609  3.1393  0.03
H  -4.3040  -0.4654  3.8132  0.10
H  -3.6543  0.0226  2.2810  -0.01
C  0.5282  -1.4214  1.9761  -0.09
C  0.1598  -2.7604  1.3160  -0.26
N  0.0554  -3.8836  2.2273  -0.11
C  -0.7718  -3.6552  3.3979  -0.22
C  -2.2530  -3.4889  3.0854  -0.07
C  -0.1173  -5.1732  1.5329  -0.22
C  0.0464  -6.4107  2.4214  -0.08
H  1.4376  -1.5701  2.5583  0.09
H  -0.2524  -1.1114  2.6708  0.08
H  0.7341  -0.6333  1.2518  0.05
H  -0.7651  -2.6179  0.7572  0.11
H  0.8852  -2.9784  0.5322  0.02
H  -0.3901  -2.9700  4.1548  0.09
H  -0.7413  -4.6392  3.8659  0.09
H  -2.5144  -4.2406  2.3406  0.04
H  -2.4957  -2.5065  2.6803  0.01
H  -2.7440  -3.5174  4.0581  0.10
H  -1.1279  -5.2963  1.1435  0.09
H  0.5497  -5.3265  0.6845  0.12
H  -0.0247  -7.3402  1.8566  0.07
H  0.9837  -6.4650  2.9751  0.08
H  -0.7530  -6.4526  3.1612  0.06
C  1.4383  0.4448  3.7958  -0.17
C  0.5251  0.1253  4.9753  -0.18
O  0.8573  -1.1796  5.4943  0.02
C  -0.0097  -1.7103  6.4608  -0.29
O  -0.9247  -1.0996  7.0180  0.15
C  0.3304  -3.1305  6.9013  -0.58
F  1.4923  -3.4783  6.3691  0.17
F  0.4616  -3.3941  8.2081  0.17
F  -0.5558  -4.0045  6.4479  0.17
H  2.3520  0.8815  4.1990  0.03
H  0.9665  1.0851  3.0504  0.05
H  1.7161  -0.4961  3.3207  0.06
H  -0.4951  0.1693  4.5941  0.10
H  0.5444  0.8840  5.7577  0.12
C  -4.5825  -3.2048  -3.0030  -0.02
C  -3.4001  -2.2550  -3.3674  -0.24
O  -2.2460  -2.9931  -3.0431  0.04
C  -1.5419  -2.7160  -1.8896  -0.25
O  -1.7953  -1.8184  -1.0738  -0.09
C  -0.1974  -3.4936  -1.8038  -0.49
F  -0.3658  -4.7765  -2.2048  0.18
F  0.6637  -2.8720  -2.5916  0.13
F  0.3801  -3.4520  -0.6397  0.07
H  -5.5041  -2.7534  -3.3702  0.09
H  -4.6864  -3.2588  -1.9193  0.05
H  -4.4032  -4.2381  -3.3001  0.09
H  -3.4930  -1.2968  -2.8561  0.06
H  -3.4965  -2.0653  -4.4365  0.13
C  -1.0004  2.4897  -2.6806  -0.02
C  -1.9977  1.3128  -2.8427  -0.14
O  -3.3336  1.7740  -3.1590  0.06
C  -4.2007  0.9405  -3.7935  -0.34
O  -3.9541  -0.2002  -4.1176  0.06
C  -5.5522  1.5912  -4.0518  -0.51
F  -5.4421  2.9223  -4.1465  0.18
F  -6.0584  1.1091  -5.1904  0.18
F  -6.4143  1.3099  -3.0372  0.12
H  0.0148  2.2157  -2.3934  0.02
H  -1.3111  3.1224  -1.8491  0.10
H  -0.9328  3.1558  -3.5407  0.09
H  -2.0127  0.8278  -1.8667  0.06
H  -1.6298  0.5827  -3.5636  0.08
C  3.0166  2.3855  4.0393  -0.04
C  3.4145  3.4074  5.1254  -0.39
O  3.7530  3.1212  6.2598  0.06
C  3.1262  4.8436  4.6891  -0.01
H  3.1226  2.7486  3.0170  0.04
H  2.0163  1.9692  4.1579  0.04
H  3.6622  1.5085  4.0844  0.12
H  3.4399  5.6213  5.3854  0.09
H  2.0510  4.9257  4.5305  0.05
H  3.6338  5.0693  3.7513  0.07
C  1.8147  3.9223  -3.7514  0.00
C  1.7962  3.0553  -2.5670  -0.43
O  1.0199  3.3025  -1.6522  -0.12
C  2.7731  1.9056  -2.4111  -0.01
H  2.6988  3.6277  -4.3167  0.05
H  1.9229  4.9416  -3.3807  0.11
H  1.0236  3.6957  -4.4662  0.09
H  3.6735  2.0611  -3.0054  0.12
H  2.3405  0.9483  -2.7019  0.08
H  3.0803  1.7862  -1.3721  0.02
C  -0.7851  2.4475  4.5634  -0.02
C  -0.8064  3.6992  3.6707  -0.42
O  0.0617  4.5256  3.8149  -0.03
C  -1.9686  3.9315  2.7320  0.01
H  -1.6972  2.4468  5.1602  0.12
H  0.0617  2.5102  5.2469  0.09
H  -0.8055  1.5490  3.9467  0.02
H  -2.9296  3.6255  3.1453  0.10
H  -1.8055  3.2572  1.8913  0.03
H  -2.0267  4.9963  2.5064  0.10
C  4.3918  2.2627  -0.0540  -0.08
C  5.0597  1.0543  -0.6015  -0.43
O  4.6677  0.4601  -1.6053  0.02
C  6.2858  0.5673  0.1045  0.00
H  4.4823  2.2945  1.0318  0.10
H  3.3651  2.2893  -0.4192  0.01
H  4.8545  3.1298  -0.5253  0.13
H  6.8185  -0.2127  -0.4395  0.09
H  6.0287  0.3753  1.1463  0.09
H  7.0533  1.3350  0.2026  0.09
C  2.1487  -1.9366  0.1959  -0.06
C  2.6393  -2.2750  -1.1979  -0.39
O  3.1309  -3.3835  -1.3887  0.07
C  2.4367  -1.2749  -2.3246  -0.02
H  1.0868  -1.7081  0.1049  0.05
H  2.7218  -1.0637  0.5085  0.10
H  2.3831  -2.7460  0.8873  0.13
H  2.8811  -1.6891  -3.2296  0.07
H  2.9790  -0.3514  -2.1216  0.04
H  1.3743  -1.0839  -2.4762  0.04
C  2.3290  4.2890  -0.0680  -0.04
C  2.5000  4.5034  1.3817  -0.38
O  3.6088  4.3250  1.9304  0.00
C  1.3296  5.1230  2.1201  -0.01
H  2.0271  5.2080  -0.5704  0.12
H  1.5093  3.5847  -0.2096  0.04
H  3.1875  3.9594  -0.6532  0.07
H  1.2954  6.1904  1.9023  0.12
H  1.3879  5.0417  3.2055  0.02
H  0.3622  4.6927  1.8612  0.08

Results
gap between HOMO and LUMO = 8.0 eV
electronic energy = -112753.539 eV
largest force on an atom = 0.1420 Eh/bohr

# 2
# C3H6O3

A molecular structure, C3H6O3 in a non-equilibrium geometry (ωB97M-V/def2-TZVPD, the Open Molecules 2025 dataset).

Each line ends with the Löwdin charge.
Atoms and positions in Å:
C  0.7696  -0.2180  -0.3007  -0.19
C  -0.3054  -1.0376  0.3180  -0.43
C  -0.3669  0.4959  0.6565  -0.15
H  2.3495  0.7911  0.2571  0.18
H  0.7100  0.1816  -1.3990  0.17
H  -0.1848  -1.7057  1.2218  0.18
H  -1.9060  -0.6835  -0.9761  0.28
H  0.0972  0.8525  1.6515  0.16
H  -0.7785  1.7777  -0.8010  0.07
O  2.3179  -0.2421  -0.1827  -0.15
O  -1.3699  -1.4927  -0.2468  -0.05
O  -1.3328  1.2807  -0.1986  -0.07

Results
gap between HOMO and LUMO = 10.1 eV
electronic energy = -9345.582 eV
largest force on an atom = 0.1667 Eh/bohr

# 3
# C4H6O4

A molecular structure, C4H6O4 in a non-equilibrium geometry (ωB97M-V/def2-TZVPD, the Open Molecules 2025 dataset).

Each line ends with the Löwdin charge.
Atoms and positions in Å:
C  1.5084  0.2181  -1.7624  -0.07
C  -2.2350  -0.4887  0.8525  -0.03
C  1.4315  0.0232  0.8044  -0.16
C  -0.0604  0.4256  0.8957  -0.50
O  1.1428  0.8497  -0.5324  -0.12
O  -0.8499  -0.5948  0.4876  -0.02
O  2.3465  -0.6348  1.0857  0.23
O  -0.3798  1.3546  1.5951  0.13
H  1.7481  -0.8367  -1.5926  0.09
H  0.7045  0.3050  -2.4928  0.09
H  -2.3574  -0.6954  1.9161  0.10
H  -2.5951  0.5275  0.6705  0.10
H  2.3836  0.7405  -2.1601  0.09
H  -2.7879  -1.1939  0.2328  0.09

Results
gap between HOMO and LUMO = 10.8 eV
electronic energy = -12432.773 eV
largest force on an atom = 0.0855 Eh/bohr

# 4
# C4H5NO2

A single C4H5NO2 molecule in a non-equilibrium geometry (ωB97M-V/def2-TZVPD, the Open Molecules 2025 dataset).

Each line ends with the Löwdin charge.
Atoms and positions in Å:
C  1.3380  -0.1455  1.4132  -0.06
N  -1.2676  -1.5325  -1.1202  0.11
C  -0.8294  0.6315  -0.3620  -0.45
O  -0.5553  1.1727  -1.5700  0.10
C  -0.2219  -1.0962  -0.5058  -0.26
C  0.6275  -0.4521  0.1715  -0.03
O  -1.4848  1.1447  0.4964  0.14
H  -0.9948  2.0351  -1.6125  0.14
H  -1.1697  -1.5686  -2.1333  0.07
H  0.7264  0.5108  2.0363  0.09
H  1.5491  -1.0525  1.9838  0.09
H  2.2826  0.3526  1.2025  0.08

Results
gap between HOMO and LUMO = 9.4 eV
electronic energy = -9810.115 eV
largest force on an atom = 0.0774 Eh/bohr